CH3N2O4 | ωB97M-V with the def2-TZVPD basis set

Geometry as XYZ:
```
10
Properties=species:S:1:pos:R:3:nbo_charge:R:1
H -1.955 0.843 1.005 0.148
O 1.570 -1.007 -2.127 -0.558
C -1.066 0.392 0.646 0.199
H 0.521 -0.332 1.486 0.503
O -0.347 1.324 -0.326 -0.449
O -0.271 0.127 1.784 -0.768
H -1.125 -0.605 0.127 0.153
N 0.183 0.505 -1.414 -0.177
O 1.421 -0.822 -0.039 -0.592
N 1.068 -0.425 -1.143 0.541
```

Properties
* SMILES string: [O-][N+]([O-])=NOCO
* E_LUMO: 4.185 eV
* net charge: -1
* electronic energy: -450.25128 Eh
* ΔE to the lowest compared entry with this formula, charge and spin: 2.8791 eV